# 1
Entry from the Open Molecules 2025 dataset: the molecule C3H5PS at a distorted geometry (the ωB97M-V functional and the def2-TZVPD basis).

Geometry as XYZ:
```
10
Properties=species:S:1:pos:R:3:forces:R:3:mulliken_charge:R:1
C -0.755 -1.126 1.049 -1.25 -1.57 3.75 -0.11
P 0.876 -0.823 1.287 -0.46 0.14 -0.27 -0.11
C 1.025 0.217 -0.271 0.23 -0.22 0.13 -0.73
C -0.338 0.719 -0.719 -0.26 -0.01 0.05 -0.52
S -1.661 -0.470 -0.254 0.10 0.07 -0.17 -0.11
H -1.368 -1.715 2.023 1.73 1.63 -3.39 0.24
H 1.513 -0.385 -1.044 -0.05 0.02 0.03 0.33
H 1.684 1.063 -0.052 -0.03 -0.08 -0.10 0.35
H -0.589 1.657 -0.222 0.04 -0.01 -0.03 0.30
H -0.386 0.863 -1.797 -0.05 0.03 0.02 0.35
```
Forces are in eV/Å.

- HOMO energy (eV) = -8.01
- net charge = 0
- SMILES = C1=PCCS1
- E_LUMO (Ha) = 0.017
- HOMO-LUMO gap (eV) = 8.478


# 2
Entry from the Open Molecules 2025 dataset: a structure of composition C27H51AuN2OP3S at a distorted geometry (the ωB97M-V functional and the def2-TZVPD basis).

Geometry as XYZ:
```
86
Properties=species:S:1:pos:R:3:forces:R:3:mulliken_spin:R:1
Au 0.176 0.193 -0.289 -0.48 -0.75 0.30 0.31
P -0.339 -1.643 -1.800 0.21 -0.32 -0.31 -0.01
P 2.465 -0.041 0.428 0.67 0.72 0.36 0.09
P 0.389 2.067 -1.824 0.44 -0.41 0.04 0.27
H -0.959 1.264 1.954 -0.11 0.25 -0.39 0.00
C -1.231 1.493 0.920 -1.11 -0.74 -0.33 0.08
C -2.000 0.552 0.180 0.34 1.39 0.70 0.02
H -2.370 -0.339 0.687 0.22 0.14 -0.38 0.00
C -0.993 -3.245 -1.245 -0.17 -0.08 0.10 0.00
C 1.175 -2.113 -2.689 -0.14 -0.20 -0.25 0.00
C -1.537 -1.157 -3.081 -0.06 -0.17 -0.12 0.00
C 2.749 1.250 1.683 0.20 -0.05 0.04 0.01
C 3.166 -1.493 1.279 -0.31 -0.25 -0.09 0.01
C 3.711 0.292 -0.864 0.03 -0.13 0.00 0.00
C -1.195 2.753 -2.384 -0.12 0.15 0.03 0.02
C 1.268 1.637 -3.350 0.06 0.17 -0.12 0.02
C 1.346 3.413 -1.069 -0.13 0.37 -0.09 0.03
H -1.229 2.542 0.609 0.20 -0.40 0.16 0.00
H -2.515 0.873 -0.731 0.13 -0.16 0.42 0.00
H -1.806 -3.090 -0.525 0.14 -0.10 -0.15 0.00
H -0.206 -3.846 -0.773 -0.15 0.14 -0.08 0.00
H -1.382 -3.790 -2.118 0.12 0.14 0.24 0.00
H 1.897 -2.534 -1.978 -0.16 0.06 -0.15 0.00
H 1.627 -1.253 -3.197 -0.11 -0.20 0.09 0.00
H 0.913 -2.881 -3.430 0.25 0.14 0.08 0.00
H -2.499 -0.920 -2.610 0.17 -0.06 -0.11 0.00
H -1.680 -2.014 -3.753 -0.04 0.30 0.02 0.00
H -1.202 -0.291 -3.664 -0.05 -0.22 0.12 0.00
H 3.816 1.254 1.949 -0.29 0.11 0.03 0.00
H 2.155 0.996 2.571 0.15 0.10 -0.18 0.00
H 2.447 2.240 1.323 0.10 -0.23 0.11 0.00
H 4.231 -1.292 1.475 -0.36 0.00 -0.09 0.01
H 3.071 -2.407 0.682 0.06 0.09 0.16 0.00
H 2.643 -1.649 2.230 0.14 0.00 -0.22 0.00
H 4.702 0.136 -0.414 -0.22 0.11 -0.24 0.00
H 3.647 1.320 -1.244 0.02 -0.27 0.11 0.00
H 3.584 -0.413 -1.697 0.10 0.18 0.20 0.00
H -1.010 3.601 -3.060 -0.04 -0.27 0.12 0.01
H -1.792 3.107 -1.533 0.12 -0.12 -0.21 0.00
H -1.767 1.987 -2.926 0.19 0.19 0.15 0.00
H 1.400 2.565 -3.925 0.03 -0.27 -0.02 0.01
H 0.686 0.923 -3.948 0.17 0.23 0.19 0.00
H 2.253 1.209 -3.128 -0.28 0.12 -0.06 0.00
H 1.390 4.259 -1.770 0.16 -0.18 0.09 0.01
H 2.368 3.087 -0.834 -0.34 0.08 -0.13 0.00
H 0.858 3.750 -0.145 0.14 -0.18 -0.16 -0.01
C -1.843 7.239 -0.374 0.84 -0.60 -0.48 0.21
C -1.277 8.304 0.352 -0.07 1.10 1.03 0.08
C -2.103 9.167 1.068 1.37 -0.32 -0.36 0.03
C -3.491 8.987 1.063 -0.21 0.04 0.04 0.22
C -4.060 7.946 0.314 0.31 -1.14 -0.89 0.03
C -3.241 7.076 -0.408 -1.41 0.34 0.20 0.08
S -0.841 6.115 -1.256 -0.51 0.70 0.81 0.33
H 0.354 6.364 -0.647 -0.47 0.24 -0.25 0.00
H -0.197 8.429 0.342 -0.23 0.15 0.11 0.00
H -1.660 9.987 1.635 -0.12 -0.23 -0.18 0.00
H -4.133 9.654 1.637 0.16 -0.12 -0.14 0.00
H -5.139 7.809 0.289 0.25 0.04 0.02 0.00
H -3.663 6.263 -0.999 -0.04 0.24 0.19 0.00
C 1.253 -7.659 0.576 -0.01 0.07 -0.12 0.00
C 1.250 -7.344 2.059 0.26 0.07 0.37 0.00
N 0.375 -6.237 2.463 -0.22 1.15 -0.38 0.00
C -0.929 -6.632 3.021 0.16 -0.02 -0.11 0.00
C -0.833 -7.077 4.473 -0.14 -0.06 0.08 0.00
C 0.743 -4.980 2.078 0.61 -1.41 -0.14 0.00
O 1.753 -4.816 1.372 -0.79 0.55 0.55 0.00
C -0.066 -3.782 2.508 0.19 0.82 -0.02 0.01
C -0.852 -3.642 3.663 0.19 0.16 -0.46 0.00
C -1.575 -2.461 3.827 0.07 0.42 -0.28 0.01
C -1.409 -1.418 2.903 -0.35 -0.54 0.79 0.00
N -0.539 -1.489 1.907 0.49 0.01 -0.67 0.10
C 0.108 -2.636 1.710 -0.10 -0.67 0.32 0.00
H 0.242 -7.792 0.179 0.09 -0.04 0.06 0.00
H 1.812 -8.585 0.429 -0.09 0.07 -0.11 0.00
H 1.753 -6.854 0.034 -0.11 -0.18 -0.02 0.00
H 0.898 -8.200 2.642 0.27 0.03 -0.10 0.00
H 2.273 -7.086 2.368 -0.30 -0.19 0.03 0.00
H -1.653 -5.816 2.917 0.21 -0.27 -0.15 0.00
H -1.277 -7.476 2.407 -0.10 0.29 0.10 0.00
H -0.336 -6.325 5.095 -0.01 -0.17 -0.07 0.00
H -1.845 -7.227 4.860 0.14 -0.09 0.04 0.00
H -0.287 -8.022 4.565 -0.08 0.25 0.06 0.00
H -0.868 -4.427 4.415 -0.22 0.21 -0.20 0.00
H -2.262 -2.319 4.654 0.17 -0.09 -0.04 0.00
H -1.995 -0.501 2.988 0.15 -0.16 0.12 0.01
H 0.821 -2.673 0.887 -0.26 -0.11 0.26 -0.02
```
Forces are in eV/Å.

- HOMO energy (alpha / beta) (eV) = -14.81 / -14.81
- net charge = +3
- expectation value of S² = 2.03
- 2S+1 = 3
- E_LUMO (alpha / beta) (Ha) = -0.276 / -0.428
- HOMO-LUMO gap (alpha / beta) (eV) = 7.307 / 3.157


# 3
Entry from the Open Molecules 2025 dataset: the molecule C5H8N2O at a distorted geometry (the ωB97M-V functional and the def2-TZVPD basis).

Geometry as XYZ:
```
16
Properties=species:S:1:pos:R:3:forces:R:3:mulliken_charge:R:1
C 1.535 -1.253 -0.208 0.94 -1.66 -0.93 -0.82
N 0.850 -0.005 -0.455 -2.69 1.87 1.14 0.05
C 1.698 1.191 -0.104 -3.25 1.28 0.36 -0.93
C -0.638 0.119 -0.132 4.95 -0.22 -0.59 0.46
N -1.361 1.187 0.006 1.20 -0.57 -0.45 -0.49
C -2.602 0.678 0.239 -2.35 -1.16 0.57 -0.13
C -2.557 -0.729 0.259 0.73 4.02 -0.31 -0.38
O -1.236 -1.059 -0.005 -0.88 0.20 0.37 -0.28
H 2.462 -1.159 -0.862 -1.18 -0.64 0.36 0.29
H 2.041 -1.423 0.796 -1.27 0.33 -0.52 0.30
H 0.886 -2.184 -0.524 1.45 1.97 0.68 0.27
H 1.211 2.157 -0.482 0.59 -1.54 0.10 0.29
H 1.726 1.384 0.982 0.21 -0.48 -0.13 0.33
H 2.682 1.130 -0.487 0.85 -0.44 -0.55 0.35
H -3.475 1.421 0.388 1.51 -1.78 -0.20 0.31
H -3.221 -1.456 0.591 -0.82 -1.19 0.11 0.40
```
Forces are in eV/Å.

- HOMO energy (eV) = -8.16
- net charge = 0
- SMILES = CN(C)c1ncco1
- E_LUMO (Ha) = 0.036
- HOMO-LUMO gap (eV) = 9.133